Computed, not measured: a structure of composition C33H36I2N5O4RbS2, with the ωB97M-V functional and the def2-TZVPD basis.

Positions of all 83 atoms, in Å:
Rb 0.0070 -1.9900 -1.8145
N 7.8957 -0.6112 2.6571
C 6.6414 -0.8695 2.1094
C 6.2990 -0.3584 0.8552
C 5.0746 -0.6615 0.2896
C 4.1780 -1.4723 0.9696
C 4.5038 -1.9824 2.2162
C 5.7310 -1.6883 2.7801
S 2.6229 -1.8506 0.2323
O 2.0010 -2.9091 0.9921
O 2.9036 -2.1677 -1.1649
N 1.7169 -0.5333 0.1550
C 1.3551 0.0867 1.2975
N 0.4679 1.1090 1.1413
C 0.0837 1.7468 2.2336
C 0.5281 1.4241 3.5064
C 1.4337 0.3774 3.5631
N 1.8496 -0.2835 2.4981
H 8.3454 0.2262 2.3250
H 7.9542 -0.7052 3.6579
H 7.0037 0.2693 0.3224
H 4.8106 -0.2740 -0.6864
H 3.7825 -2.6012 2.7315
H 5.9927 -2.0942 3.7505
H -0.6224 2.5618 2.0887
H 0.1988 1.9554 4.3867
H 1.8473 0.0540 4.5149
O -1.9483 -3.9436 -2.7462
C -3.1359 -3.8335 -1.9594
C -3.2133 -4.9064 -0.8846
C -2.0453 -4.8890 0.1088
C -2.0803 -3.7373 1.0774
C -2.4691 -3.9234 2.4001
C -2.4570 -2.8468 3.2704
C -2.0585 -1.6086 2.7963
C -1.7016 -1.5081 1.4625
N -1.7140 -2.5371 0.6152
H -2.0437 -4.6780 -3.3592
H -4.0219 -3.8803 -2.5986
H -3.0999 -2.8413 -1.5110
H -3.2445 -5.8868 -1.3711
H -4.1624 -4.7964 -0.3506
H -1.1026 -4.8558 -0.4416
H -2.0475 -5.8228 0.6732
H -2.7574 -4.9092 2.7413
H -2.7424 -2.9763 4.3067
H -2.0084 -0.7397 3.4381
H -1.3709 -0.5591 1.0562
I 1.7961 -4.7268 -3.9333
C 3.2075 -3.1441 -4.0254
I 2.4187 -1.3489 -4.8285
H 4.0211 -3.4667 -4.6607
H 3.5138 -2.9339 -3.0077
O -1.6730 -0.1052 -3.0771
S -1.8421 1.3425 -2.7180
C -0.1524 2.0072 -2.5873
C -0.1408 3.4234 -2.0887
C 0.5735 3.7470 -0.9392
C 0.5727 5.0498 -0.4603
C -0.1510 6.0346 -1.1168
C -0.8637 5.7175 -2.2662
C -0.8524 4.4207 -2.7538
C -2.2790 1.3784 -0.9418
C -3.2366 2.4858 -0.6072
C -4.5643 2.4005 -1.0224
C -5.4605 3.4175 -0.7392
C -5.0378 4.5380 -0.0341
C -3.7183 4.6321 0.3802
C -2.8223 3.6119 0.0918
H 0.2380 1.9176 -3.6030
H 0.4069 1.3400 -1.9262
H 1.1043 2.9609 -0.4162
H 1.1362 5.2941 0.4316
H -0.1566 7.0489 -0.7387
H -1.4289 6.4827 -2.7823
H -1.4083 4.1771 -3.6519
H -1.3554 1.4194 -0.3589
H -2.7415 0.3970 -0.8166
H -4.8935 1.5247 -1.5714
H -6.4892 3.3371 -1.0661
H -5.7366 5.3338 0.1891
H -3.3800 5.5053 0.9234
H -1.7855 3.7013 0.3900

Values from the calculation:
HOMO-LUMO gap: 0.283 Ha
F_max: 0.27 eV Å⁻¹
net charge: 0
M: 970.1 g/mol
relative energy (zero: lowest compared OMol25 entry of this formula, charge and spin): 7.7 kcal/mol
highest occupied orbital energy: -7.648 eV